ORCA calculation (ωB97M-V/def2-TZVPD) on C6H16N as an isolated structure in a non-equilibrium geometry.

Total charge ... +1
Lowest unoccupied orbital energy ... -6.962 eV
Largest force on an atom ... 4.41 eV Å⁻¹
Calculated total energy ... -7960.4271 eV
Kohn-Sham gap ... 7.77 eV
Spin multiplicity ... 1

The geometry in XYZ format:
```
23
Properties=species:S:1:pos:R:3:forces:R:3:nbo_charge:R:1
C -0.94371 -1.51778 2.52839 0.615 -0.291 0.432 -0.62
C -0.91134 -1.52050 1.01530 0.085 0.171 0.415 -0.48
C -1.00487 -0.15322 0.37724 -1.295 -2.799 -3.153 0.07
C -0.85099 -0.13847 -1.16208 -0.565 0.194 1.023 -0.49
C 0.48925 -0.67800 -1.63637 0.677 0.092 -0.054 -0.41
C 1.48797 0.22385 -0.94989 -0.245 1.098 -1.994 -0.28
N 1.37746 0.00144 0.41619 -0.816 -0.918 2.271 -0.52
H -1.83052 -1.08121 2.95928 -0.258 0.305 0.045 0.23
H -0.04806 -1.03222 2.92140 -0.114 0.400 -0.011 0.21
H -0.84214 -2.51573 2.94841 -0.256 -0.248 -0.285 0.25
H -0.01557 -2.04293 0.68861 -0.005 0.065 -0.203 0.25
H -1.74739 -2.09933 0.59840 -0.189 0.244 -0.074 0.28
H 0.23332 0.18072 0.86813 2.562 0.370 -0.540 0.29
H -1.81717 0.47521 0.71067 0.489 0.882 0.737 0.26
H -1.07001 0.86358 -1.55189 0.599 0.154 0.184 0.25
H -1.69032 -0.65909 -1.65190 0.019 -0.470 0.684 0.30
H 0.55592 -0.65510 -2.72048 0.028 0.179 -0.029 0.25
H 0.79890 -1.67311 -1.30956 -0.842 -0.213 -0.095 0.23
H 2.52155 0.02012 -1.29447 -0.234 -0.120 0.514 0.29
H 1.28253 1.26259 -1.25454 0.347 0.123 0.099 0.21
H 1.28873 6.32632 -1.85495 0.004 -0.008 0.001 0.01
H 0.68823 5.93497 -1.66540 -0.005 0.006 0.000 -0.01
H 2.04824 0.47787 1.01950 -0.599 0.784 0.034 0.42
```
Positions in Å, forces in eV/Å.